A.
Formula: C2H9NS
Source: the OMol25 dataset
Level of theory: the ωB97M-V functional and the def2-TZVPD basis

Each atom is followed by the atoms it is bonded to, with distances in Å.
Geometry (Å):
1 C -1.56794 0.59935 -0.87369  S2 1.813, H4 1.081, H5 1.096, H6 1.081
2 S -1.01863 -1.07118 -0.43428  C1 1.813, C3 1.800
3 C -0.51908 -0.78663 1.27189  S2 1.800, H7 1.085, H8 1.087, H9 1.104
4 H -0.88616 1.01782 -1.60048  C1 1.081
5 H -1.61989 1.20332 0.03944  C1 1.096
6 H -2.59171 0.60925 -1.22132  C1 1.081
7 H -0.28529 -1.72644 1.76126  C3 1.085
8 H 0.32846 -0.11039 1.34497  C3 1.087
9 H -1.33979 -0.26517 1.79552  C3 1.104
10 N 2.25396 0.10273 -0.26751  H11 1.013, H12 1.015, H13 1.011
11 H 1.61405 -0.21557 -0.98519  N10 1.013
12 H 3.10354 -0.42520 -0.43987  N10 1.015
13 H 2.52848 1.06812 -0.39074  N10 1.011

LUMO level ... 1.025 eV
2S+1 ... 1
Net charge ... 0

***

B.
Formula: C2H9NS
Source: the OMol25 dataset
Level of theory: the ωB97M-V functional and the def2-TZVPD basis

Each atom is followed by the atoms it is bonded to, with distances in Å.
Geometry (Å):
1 S 1.89279 -1.75894 -0.57939  H2 1.349
2 H 2.19960 -1.65050 -1.88847  S1 1.349
3 C -0.97280 -0.84078 0.49822  N4 1.539, H6 1.090, H7 1.080, H8 1.083
4 N -0.75427 0.67983 0.40889  C3 1.539, C5 1.495, H9 1.023, H10 1.020
5 C 0.51915 1.14312 -0.22159  N4 1.495, H11 1.081, H12 1.093, H13 1.083
6 H -1.93673 -0.98063 0.98663  C3 1.090
7 H -0.14224 -1.29761 1.01486  C3 1.080
8 H -0.98738 -1.15501 -0.53774  C3 1.083
9 H -1.58619 1.09244 -0.02046  N4 1.023
10 H -0.72382 0.98629 1.38150  N4 1.020
11 H 0.62639 0.75951 -1.22614  C5 1.081
12 H 0.54223 2.23631 -0.22539  C5 1.093
13 H 1.32328 0.78597 0.40909  C5 1.083

LUMO level ... -0.470 eV
2S+1 ... 1
Net charge ... 0

***

Winner for stability: A

***

A.
Formula: C2H9NS
Source: the OMol25 dataset
Level of theory: the ωB97M-V functional and the def2-TZVPD basis

Each atom is followed by the atoms it is bonded to, with distances in Å.
Geometry (Å):
1 C 0.94226 0.69238 0.80647  N2 1.523, H4 1.061, H5 1.105, H6 1.081
2 N 1.17834 -0.41207 -0.21524  C1 1.523, C3 1.494, H7 1.069
3 C 0.52202 -1.75420 -0.18459  N2 1.494, H8 1.169, H9 1.129, H10 1.147
4 H 1.61126 1.49874 0.64005  C1 1.061
5 H -0.05220 1.17162 0.76754  C1 1.105
6 H 1.10929 0.35781 1.82074  C1 1.081
7 H 1.75125 -0.38816 -1.11786  N2 1.069
8 H 0.35940 -2.28343 0.84534  C3 1.169
9 H 1.15730 -2.44411 -0.81341  C3 1.129
10 H -0.50792 -1.56738 -0.65333  C3 1.147
11 S -2.96661 1.84360 -1.14605  H12 1.295, H13 1.326
12 H -3.19552 0.95170 -0.23485  S11 1.295
13 H -1.90887 2.33351 -0.51480  S11 1.326

LUMO level ... 0.920 eV
2S+1 ... 1
Net charge ... 0

***

B.
Formula: C2H9NS
Source: the OMol25 dataset
Level of theory: the ωB97M-V functional and the def2-TZVPD basis

Each atom is followed by the atoms it is bonded to, with distances in Å.
Geometry (Å):
1 C -1.58714 1.12088 0.02006  C2 1.535, H4 1.096, H5 1.083, H6 1.095
2 C -1.19610 0.31001 -1.22263  C1 1.535, N3 1.492, H7 1.090, H8 1.082
3 N -0.50067 -0.94605 -0.81576  C2 1.492, H9 1.018, H10 1.015
4 H -2.24011 1.92264 -0.34431  C1 1.096
5 H -0.70271 1.48884 0.52592  C1 1.083
6 H -2.20899 0.52403 0.69494  C1 1.095
7 H -0.49133 0.89662 -1.81112  C2 1.090
8 H -2.07080 0.01550 -1.78648  C2 1.082
9 H -1.13908 -1.58847 -0.35162  N3 1.018
10 H -0.16687 -1.44080 -1.63628  N3 1.015
11 S 1.63375 -0.24391 1.01544  H12 1.344, H13 1.503
12 H 2.55467 0.69969 1.27404  S11 1.344
13 H 0.38943 -0.73504 0.32939  S11 1.503

LUMO level ... 0.641 eV
2S+1 ... 1
Net charge ... 0

***

Winner for stability: A